[1]
# C5H8O2

The molecule C5H8O2 (ωB97M-V/def2-TZVPD, OMol25).

XYZ file:
```
15
C5H8O2 (ωB97M-V/def2-TZVPD)
C -2.23100 1.26014 0.07230
C -1.61947 0.09175 -0.04491
O -0.80109 -0.20112 -1.09688
C 0.24242 -1.09406 -0.77729
C 1.28291 -0.48186 0.12696
C 1.55589 0.81939 0.17245
O 1.88318 -1.45434 0.87004
H -2.91704 1.42344 0.89381
H -2.05800 2.04727 -0.65440
H -1.76203 -0.72326 0.66806
H 0.69172 -1.38779 -1.72624
H -0.15437 -1.99464 -0.28704
H 1.01865 1.50516 -0.47296
H 2.29189 1.22404 0.86177
H 2.57635 -1.03412 1.39432
```

Summary:
Energy relative to the best compared isomer or geometry (same formula, charge and spin) in kJ/mol: 187.3
LUMO energy in eV: 0.847
Frontier orbital gap in eV: 9.83
SMILES: C=COCC(=C)O
Total energy in eV: -9407.8908

=====

[2]
# C5H8O2

A structure of composition C5H8O2 (ωB97M-V/def2-TZVPD, OMol25).

XYZ file:
```
15
C5H8O2 (ωB97M-V/def2-TZVPD)
C 0.03774 1.15416 -0.08331
C -0.27177 -0.29544 0.23610
C -1.10810 -1.28457 -0.49056
C -1.39928 -0.93309 0.95841
O 1.08380 -0.58539 0.56683
C 1.49591 0.68153 0.09384
O 2.20037 0.51708 -1.10360
H -0.22258 1.49340 -1.09007
H 2.22887 1.37412 -1.54576
H -0.31247 1.86964 0.66571
H -1.78865 -0.93264 -1.26154
H -0.64423 -2.24688 -0.68703
H -2.27807 -0.33335 1.18184
H -1.13890 -1.66845 1.71434
H 2.11734 1.18988 0.84479
```

Summary:
Energy relative to the best compared isomer or geometry (same formula, charge and spin) in kJ/mol: 206.9
LUMO energy in eV: 0.911
Frontier orbital gap in eV: 10.32
Total energy in eV: -9407.6877

=====

[3]
# C5H8O2

A cluster of 2 separate species, C5H8O2 in total (ωB97M-V/def2-TZVPD, OMol25).

XYZ file:
```
15
C5H8O2 (ωB97M-V/def2-TZVPD)
C -0.86374 -0.38371 1.83913
C 0.33599 -0.69449 0.95554
O 0.10736 -1.46598 -0.19278
C 0.41317 -0.68169 -1.34254
C -0.48501 0.51736 -1.34842
O -1.00370 0.89230 -0.23443
C -0.30191 0.64387 0.92365
H -1.79548 -0.88115 1.57734
H -0.68078 -0.27594 2.90585
H 1.32161 -0.83368 1.40107
H 0.19554 -1.28946 -2.22725
H 1.48198 -0.43016 -1.35456
H 1.16574 2.00709 -0.71093
H -0.94511 0.93933 -2.23508
H 1.05433 1.93629 0.04341
```

Summary:
Energy relative to the best compared isomer or geometry (same formula, charge and spin) in kJ/mol: 603.5
LUMO energy (alpha / beta) in eV: -0.012 / 0.392
Frontier orbital gap (alpha / beta) in eV: 7.62 / 8.37
Total energy in eV: -9403.5771

=====

[4]
# C5H8O2

A structure of composition C5H8O2 (ωB97M-V/def2-TZVPD, OMol25).

XYZ file:
```
15
C5H8O2 (ωB97M-V/def2-TZVPD)
O 2.49444 0.38810 0.51594
C 1.65208 -0.49034 -0.24367
C 0.20123 -0.25908 0.16608
C -0.53555 0.96794 -0.24937
C -1.91403 0.39290 -0.19988
C -1.73580 -0.99528 -0.09902
O -2.23619 -2.00596 0.32880
H 2.90314 1.03797 -0.07530
H 1.95814 -1.52726 -0.05360
H 1.79770 -0.28704 -1.30509
H 0.04717 -0.50021 1.21891
H -0.41657 1.78169 0.47470
H -0.23537 1.34290 -1.23127
H -1.08342 -0.82225 -1.26640
H -2.80267 0.93910 0.11977
```

Summary:
Energy relative to the best compared isomer or geometry (same formula, charge and spin) in kJ/mol: 512.0
LUMO energy in eV: -0.472
Frontier orbital gap in eV: 8.11
Total energy in eV: -9404.5261

=====

[5]
# C5H8O2

The molecule C5H8O2 (ωB97M-V/def2-TZVPD, OMol25).

XYZ file:
```
15
C5H8O2 (ωB97M-V/def2-TZVPD)
O 3.02698 0.99927 -1.29082
C 2.50074 0.14478 -0.68874
C 1.89564 -0.80827 -0.01350
C 0.41570 -0.75426 0.30228
C -0.23685 0.52497 -0.22448
C -1.75680 0.55328 -0.12728
O -2.23792 0.54983 1.20337
H 2.51249 -1.64576 0.29585
H 0.27597 -0.81970 1.38987
H -0.07820 -1.63462 -0.13516
H 0.16585 1.38733 0.32171
H 0.03079 0.65666 -1.28227
H -2.12270 1.48126 -0.57822
H -2.18576 -0.27998 -0.70691
H -2.20593 -0.35479 1.53429
```

Summary:
Energy relative to the best compared isomer or geometry (same formula, charge and spin) in kJ/mol: 130.8
LUMO energy in eV: 0.725
Frontier orbital gap in eV: 9.64
SMILES: O=C=CCCCO
Total energy in eV: -9408.4769

=====

[6]
# C5H8O2

A cluster of 2 separate species, C5H8O2 in total (ωB97M-V/def2-TZVPD, OMol25).

XYZ file:
```
15
C5H8O2 (ωB97M-V/def2-TZVPD)
O 1.77623 0.93392 0.13331
C 1.19817 0.46508 -0.81130
C -0.07413 0.07430 -1.42067
C 1.28204 -0.07619 -2.17583
H -0.55306 -0.83185 -1.05574
H -0.76529 0.85049 -1.74063
H 1.49145 0.61564 -2.98905
H 1.66681 -1.08212 -2.32814
C -0.94614 -1.16568 1.87522
C -0.65074 0.12892 1.83616
O -1.50823 1.05470 1.32039
H -0.22792 -1.86769 2.28151
H -1.89820 -1.53809 1.50991
H 0.30628 0.51505 2.17895
H -1.09726 1.92353 1.38593
```

Summary:
Energy relative to the best compared isomer or geometry (same formula, charge and spin) in kJ/mol: 279.0
LUMO energy in eV: 0.821
Frontier orbital gap in eV: 9.75
SMILES: O=C1CC1.C=CO
Total energy in eV: -9406.9400

=====

[7]
# C5H8O2

A cluster of 2 separate species, C5H8O2 in total (ωB97M-V/def2-TZVPD, OMol25).

XYZ file:
```
15
C5H8O2 (ωB97M-V/def2-TZVPD)
C 0.89420 -2.09443 -0.47493
C -0.11981 -1.24982 -0.62507
O -1.04794 -1.03849 0.34619
C -1.48063 0.30586 0.49901
C -0.54713 1.36091 1.01610
C -0.87914 1.41125 -0.24578
O -0.78277 1.94603 -1.46167
H 1.05005 -2.61743 0.46344
H 1.58039 -2.27463 -1.29499
H -0.28401 -0.69333 -1.55044
H -2.53136 0.27795 0.78781
H 0.00427 1.71307 1.86923
H -0.12055 2.65345 -1.43213
H 2.00467 -0.11608 0.82397
H 2.25974 0.41570 1.27927
```

Summary:
Energy relative to the best compared isomer or geometry (same formula, charge and spin) in kJ/mol: 459.3
LUMO energy in eV: 0.582
Frontier orbital gap in eV: 9.43
SMILES: C=CO[C@H]1C=C1O.[H][H]
Total energy in eV: -9405.0723

=====

[8]
# C5H8O2

A cluster of 3 separate species, C5H8O2 in total (ωB97M-V/def2-TZVPD, OMol25).

XYZ file:
```
15
C5H8O2 (ωB97M-V/def2-TZVPD)
C -1.41146 -0.26618 -0.52383
C -1.00694 -1.11774 0.43845
C -1.70715 0.12183 0.87466
H -1.89746 -0.29236 -1.48437
H -1.04630 -2.16679 0.67394
H -1.11917 0.92803 1.32622
H -2.72950 0.06446 1.25756
C 1.01137 1.25764 -0.62363
O -0.11016 1.10739 -1.17071
H 1.08138 1.77392 0.34744
H 1.90090 1.30721 -1.26509
C 1.71455 -0.57345 -0.01258
O 0.92810 -1.15983 0.77277
H 1.83494 -0.95560 -1.03925
H 2.55688 -0.02852 0.42843
```

Summary:
Energy relative to the best compared isomer or geometry (same formula, charge and spin) in kJ/mol: 680.2
LUMO energy (alpha / beta) in eV: -0.558 / -0.557
Frontier orbital gap (alpha / beta) in eV: 7.39 / 7.39
SMILES: C1=CC1.C=O.C=O
Total energy in eV: -9402.7820

=====

[9]
# C5H8O2S

A structure of composition C5H8O2S (ωB97M-V/def2-TZVPD, OMol25).

XYZ file:
```
16
C5H8O2S (ωB97M-V/def2-TZVPD)
C 0.70266 0.66696 0.00203
C 0.86253 -0.70170 0.12618
C -0.59903 0.98268 -0.54643
C 1.79721 -1.80996 0.35394
C -1.47256 1.75857 0.38466
O -0.59231 -1.35922 -2.05650
O -1.86401 -1.49196 0.15900
S -0.77545 -0.94822 -0.67212
H 1.33956 1.42135 0.36741
H -0.49571 1.54212 -1.53850
H 1.15196 -2.50184 0.95114
H 2.57766 -1.43993 0.94387
H 2.32920 -2.06352 -0.53590
H -2.44541 1.37936 0.52167
H -1.53392 2.78808 0.17330
H -0.98236 1.77723 1.36624
```

Summary:
Energy relative to the best compared isomer or geometry (same formula, charge and spin) in kJ/mol: 259.3
LUMO energy in eV: 0.764
Frontier orbital gap in eV: 10.78
Total energy in eV: -20242.2404

=====

[10]
# C5H8O2S

The molecule C5H8O2S (ωB97M-V/def2-TZVPD, OMol25).

XYZ file:
```
16
C5H8O2S (ωB97M-V/def2-TZVPD)
C -0.94277 -1.70604 0.05873
C -0.22782 -0.39691 -0.10949
C -1.16731 0.77107 -0.55594
O -0.41933 1.96980 -0.44556
O 0.32018 -0.05913 1.10808
C 1.62581 0.36728 1.04846
C 2.26882 0.30197 -0.10214
S 1.26298 -0.45255 -1.34579
H -0.22593 -2.42838 0.53049
H -1.41483 -2.18120 -0.82804
H -1.70654 -1.61486 0.86546
H -1.44999 0.62493 -1.59400
H -2.02871 0.71068 0.13940
H -1.11593 2.72829 -0.47599
H 2.01440 0.62020 2.04927
H 3.20697 0.74485 -0.34293
```

Summary:
Energy relative to the best compared isomer or geometry (same formula, charge and spin) in kJ/mol: 148.4
LUMO energy in eV: 0.802
Frontier orbital gap in eV: 8.43
SMILES: C[C@@]1(CO)OC=CS1
Total energy in eV: -20243.3907

=====

[11]
# C5H8O2S

The molecule C5H8O2S (ωB97M-V/def2-TZVPD, OMol25).

XYZ file:
```
16
C5H8O2S (ωB97M-V/def2-TZVPD)
C 2.05056 -0.91754 0.20195
C 0.82418 -0.87182 0.76172
C -0.40120 -0.40829 0.01501
S -1.46488 -1.75280 -0.56593
C -0.38145 0.88568 -0.77755
O 0.75679 1.66071 -0.92195
C -1.13772 0.80504 0.53184
O -2.49803 0.76868 0.59154
H 2.23607 -0.63308 -0.82532
H 2.88266 -1.28614 0.83996
H 0.62559 -1.19671 1.76345
H -0.50896 -2.34269 -1.26963
H -1.02882 0.84780 -1.63432
H 1.34360 1.50512 -0.14428
H -0.55685 1.33027 1.32215
H -2.74154 1.60577 0.11137
```

Summary:
Energy relative to the best compared isomer or geometry (same formula, charge and spin) in kJ/mol: 221.4
LUMO energy in eV: 0.706
Frontier orbital gap in eV: 9.44
SMILES: C=CC1(S)[C@H](O)[C@H]1O
Total energy in eV: -20242.6335

=====

[12]
# C5H8O2S

The molecule C5H8O2S (ωB97M-V/def2-TZVPD, OMol25).

XYZ file:
```
16
C5H8O2S (ωB97M-V/def2-TZVPD)
C 0.41345 -1.08449 1.34146
C -0.02913 0.14518 1.74028
C -0.85457 0.76520 0.53025
O -1.63757 -0.14721 -0.30423
C -0.78748 -0.62282 -1.43374
C 0.69326 -0.43659 -1.00869
O 1.18318 -1.21001 0.06349
S 0.48995 1.35828 -0.50110
H 1.10770 -1.77278 1.99254
H -0.38297 -1.85965 1.17918
H -0.51958 0.04031 2.73834
H 0.78852 0.68172 2.09755
H -1.51797 1.44021 0.75157
H -1.06416 -1.62488 -1.78267
H -0.82097 0.02306 -2.38814
H 1.59223 -0.40153 -1.66216
```

Summary:
Energy relative to the best compared isomer or geometry (same formula, charge and spin) in kJ/mol: 294.6
LUMO energy in eV: 0.789
Frontier orbital gap in eV: 9.53
SMILES: C1C[C@@H]2OC[C@H](O1)S2
Total energy in eV: -20241.8754